A gas-phase ion, C5H10N3O3S (charge +1) at a distorted geometry, computed with ωB97M-V with the def2-TZVPD basis set.

```
22
Properties=species:S:1:pos:R:3:forces:R:3:nbo_charge:R:1
C 2.070 -0.279 0.402 0.263 -0.585 0.966 0.452
C -0.647 -1.860 -0.245 -2.299 -2.191 3.454 0.595
C 0.862 1.867 0.522 1.181 1.636 2.082 -0.264
C -0.367 1.793 -0.469 -1.512 0.046 4.148 -0.233
C -0.934 -0.522 -0.069 0.671 0.290 -2.407 0.029
N 2.069 1.029 0.113 -0.480 0.957 -0.640 -0.639
N -1.071 -2.791 0.679 0.271 0.292 -1.119 -0.775
N -0.571 0.447 -0.908 0.953 -0.428 -1.148 -0.480
O 0.012 -2.396 -1.192 2.551 -2.546 -1.704 -0.616
O 1.195 -0.905 1.003 1.235 0.490 -0.176 -0.660
O 4.458 -0.128 -0.636 1.176 1.092 -0.824 -0.765
S 3.655 -1.166 0.003 -1.669 -0.470 0.682 0.955
H 1.264 2.959 0.778 -0.978 -2.137 -1.317 0.256
H 0.574 1.581 1.579 0.238 -0.347 -1.352 0.234
H -1.386 2.263 -0.046 2.502 -1.029 -0.611 0.238
H -0.092 2.321 -1.277 0.580 2.035 -2.989 0.216
H -1.412 -0.147 0.756 -1.264 0.156 2.067 0.227
H 2.925 1.407 -0.393 -1.603 -0.509 0.952 0.460
H -1.430 -2.547 1.560 -0.483 0.554 1.022 0.416
H -1.194 -3.773 0.432 0.142 0.613 -0.086 0.413
H 0.059 0.259 -1.692 -0.580 -0.611 0.267 0.416
H 0.371 -3.320 -0.851 -0.892 2.692 -1.266 0.526
```
Positions in Å, forces in eV/Å.

Values from the calculation:
DFT total energy   -984.36969 hartree
LUMO energy (alpha / beta)   -4.8 / -5.0 eV
Strongest force on any atom   0.091 Eh/bohr
HOMO energy (alpha / beta)   -0.4384 / -0.4651 hartree
ΔE to the lowest compared entry with this formula, charge and spin   202.3 kJ/mol
Kohn-Sham gap (alpha / beta)   7.18 / 7.61 eV
Total charge   +1
Molecular weight   192.220 g mol⁻¹

---

2 unconnected molecules or ions with the total composition C5H10N3O4 at a distorted geometry, computed with ωB97M-V with the def2-TZVPD basis set.

```
22
Properties=species:S:1:pos:R:3:forces:R:3:nbo_charge:R:1
C -1.405 -0.514 -0.957 0.028 0.175 -0.441 0.613
C 3.131 -1.289 -0.122 -0.379 0.451 -0.690 0.893
C -2.026 -1.082 1.371 0.088 0.106 -0.123 -0.620
C -1.165 -0.402 0.352 -0.256 -0.113 -0.120 -0.440
C 2.120 0.978 -0.696 0.658 0.391 0.682 0.637
N 1.160 1.573 -1.332 -0.474 0.215 -0.339 -0.879
N 2.504 -0.271 -1.033 -0.049 -0.472 0.038 -0.694
N 2.859 1.559 0.308 -0.120 0.041 0.032 -0.855
O -0.758 0.041 -1.987 -0.254 -0.352 0.079 -0.767
O 3.096 -2.413 -0.588 -0.040 -0.819 -0.433 -0.730
O -2.460 -1.272 -1.421 0.158 0.094 0.003 -0.718
O 3.587 -0.858 0.940 0.434 0.389 0.854 -0.776
H -1.425 -1.704 2.034 -0.030 -0.097 0.126 0.198
H -2.563 -0.352 1.982 -0.062 -0.048 0.118 0.184
H -2.757 -1.708 0.865 -0.081 -0.092 0.128 0.217
H -0.333 0.190 0.691 0.198 0.134 -0.108 0.205
H 0.035 0.670 -1.713 -0.102 0.117 0.039 0.498
H 0.975 2.511 -0.994 0.181 -0.113 -0.007 0.344
H 1.985 -0.692 -1.791 0.062 0.030 0.134 0.406
H -2.381 -1.235 -2.384 0.019 0.019 0.133 0.483
H 3.332 0.817 0.851 0.034 0.058 0.053 0.437
H 2.379 2.269 0.842 -0.012 -0.116 -0.157 0.362
```
Positions in Å, forces in eV/Å.

Values from the calculation:
DFT total energy   -661.87605 hartree
LUMO energy   3.4 eV
Strongest force on any atom   0.020 Eh/bohr
HOMO energy   -0.1688 hartree
ΔE to the lowest compared entry with this formula, charge and spin   0.0 kJ/mol
Kohn-Sham gap   8.01 eV
Total charge   -1
Molecular weight   176.152 g mol⁻¹